w) The following is a DFT calculation (wB97M-V/def2-TZVPD) of an isolated ion of composition C6H6N and charge +1.

Each line ends with the natural charge from an NBO analysis.
Cartesian coordinates (Å):
C  2.7998  -0.0847  1.9532  -0.12
C  2.3820  -1.1081  1.1359  0.09
C  -1.1118  -0.5209  0.1387  -0.24
C  -1.0852  0.0692  -1.2326  -0.19
C  1.1834  0.6374  -0.0227  0.24
C  1.8947  0.3023  1.1075  -0.08
N  0.0060  0.1827  -0.3212  -0.25
H  3.4292  0.0728  2.7935  0.28
H  -1.8797  -0.0037  0.7479  0.26
H  -1.0920  -1.6613  0.2780  0.27
H  -0.8043  -0.6105  -2.1033  0.25
H  -1.3416  1.0313  -1.3827  0.23
H  1.4954  1.3189  -0.7527  0.26

Calculated values
LUMO level: -5.484 eV
Spin multiplicity: 1
Structure (SMILES): C1=CC=1C=[N+]1CC1
Highest occupied orbital energy: -14.563 eV
Gap between HOMO and LUMO: 9.08 eV
Charge: +1

***

x) The following is a DFT calculation (wB97M-V/def2-TZVPD) of C6H6N as an isolated structure.

Each line ends with the natural charge from an NBO analysis.
Cartesian coordinates (Å):
C  -1.9369  1.2765  -0.1810  0.04
C  -0.6374  1.4191  -0.0954  0.28
C  -1.8295  -1.0157  0.3203  -0.04
C  -2.7542  0.1841  0.0101  -0.04
C  0.3362  0.6029  0.3487  -0.17
C  1.8291  0.5276  -0.0240  -0.65
N  -0.6298  -1.0863  0.3888  -0.17
H  -2.2745  -1.9931  0.4543  0.30
H  -3.8196  -0.0274  -0.1134  0.29
H  0.0477  0.3649  1.3830  0.36
H  2.0125  0.9874  -0.9885  0.25
H  2.1626  -0.5011  -0.0437  0.27
H  2.5426  1.0916  0.5840  0.27

Calculated values
LUMO level: -7.393 eV
Spin multiplicity: 1
Highest occupied orbital energy: -14.964 eV
Gap between HOMO and LUMO: 7.57 eV
Charge: +1

***

y) The following is a DFT calculation (wB97M-V/def2-TZVPD) of a 2-piece molecular cluster, C6H6N overall.

Each line ends with the natural charge from an NBO analysis.
Cartesian coordinates (Å):
C  -1.6286  1.6975  -0.3313  0.17
C  -2.1561  0.6255  -0.0645  -0.21
C  -3.0958  -0.3128  0.0696  0.34
C  -3.6855  -1.4614  0.1429  -0.40
C  3.7974  0.6561  -0.5733  -0.19
C  2.0960  -0.4554  0.7023  0.02
N  2.9993  -0.0628  0.0435  -0.29
H  -1.2779  2.7230  -0.2114  0.28
H  -4.6464  -1.7748  0.5585  0.31
H  -2.9157  -2.2563  -0.0647  0.32
H  4.3706  1.5875  -0.1341  0.23
H  4.0850  0.3139  -1.5655  0.21
H  2.0575  -1.2799  1.4279  0.21

Calculated values
LUMO level (alpha / beta): -7.596 / -6.773 eV
Spin multiplicity: 1
Highest occupied orbital energy (alpha / beta): -10.610 / -11.507 eV
Gap between HOMO and LUMO (alpha / beta): 3.01 / 4.73 eV
Charge: +1

***

Which structure wins on stability? w) wins.

***

w) The following is a DFT calculation (wB97M-V/def2-TZVPD) of a 2-piece molecular cluster, C3H10NO2 overall.

Each line ends with the natural charge from an NBO analysis.
Cartesian coordinates (Å):
C  -0.7552  0.3608  -0.7182  -0.03
O  -1.5149  -0.4986  0.0000  -0.92
C  0.7217  -0.0866  -0.8617  -0.08
C  1.6476  0.3158  0.2909  -0.62
N  0.7314  -1.6136  -0.9464  -0.88
H  -0.6073  1.3719  -0.2298  0.09
H  -1.1892  0.6006  -1.7436  0.09
H  1.1616  0.1283  -1.8404  0.17
H  1.4977  -0.2131  1.2141  0.20
H  2.7096  0.3033  0.0019  0.19
H  1.5370  1.3756  0.5695  0.20
H  1.0910  -1.9867  -0.0722  0.33
H  -0.1992  -1.9999  -1.0334  0.38
H  -2.2638  0.2445  1.0169  0.51
H  -1.9271  1.0041  2.4646  0.44
O  -2.6411  0.6935  1.8877  -1.06

Calculated values
LUMO level: 4.141 eV
Spin multiplicity: 1
Highest occupied orbital energy: -3.418 eV
Gap between HOMO and LUMO: 7.56 eV
Charge: -1

***

x) The following is a DFT calculation (wB97M-V/def2-TZVPD) of a 2-piece molecular cluster, C3H10NO2 overall.

Each line ends with the natural charge from an NBO analysis.
Cartesian coordinates (Å):
C  -0.9602  0.1736  1.0670  -0.19
C  0.2743  -0.4259  0.5813  -0.46
C  0.1628  -0.4865  -0.9879  0.01
O  0.3094  0.6829  -1.7143  -0.89
N  -1.3611  -0.6971  2.3525  -0.87
H  -0.8311  1.1809  1.3437  0.18
H  -1.9075  0.2266  0.5091  0.17
H  0.3807  -1.3794  1.0324  0.19
H  1.1074  0.1357  0.8428  0.20
H  0.8622  -1.4190  -1.1964  0.07
H  -0.8087  -1.0188  -0.9745  0.09
H  -2.1741  -0.0450  2.7765  0.32
H  -1.8939  -1.5548  2.0525  0.34
H  2.7203  2.0588  -3.1730  0.45
H  1.5903  1.0807  -2.0952  0.52
O  2.5294  1.4875  -2.4165  -1.11

Calculated values
LUMO level: 3.952 eV
Spin multiplicity: 1
Highest occupied orbital energy: -3.525 eV
Gap between HOMO and LUMO: 7.48 eV
Charge: -1

***

Which structure wins on stability? w) wins.

***

w) The following is a DFT calculation (wB97M-V/def2-TZVPD) of a 2-piece molecular cluster, C3H10NO2 overall.

Each line ends with the natural charge from an NBO analysis.
Cartesian coordinates (Å):
C  -0.7872  -0.2398  1.1342  -0.21
N  -0.5166  -0.7833  -0.1949  -0.71
C  -1.1804  -0.2064  -1.4455  0.15
O  -0.3899  0.5761  -2.1639  -0.93
C  0.5383  0.0005  1.8845  -0.63
H  -1.2518  -1.0498  1.7470  0.14
H  -1.4320  0.6356  1.1504  0.17
H  0.4840  -0.8405  -0.3422  0.36
H  -1.3735  -1.2001  -1.9549  0.08
H  -2.1109  0.2627  -1.0469  0.08
H  0.7745  -0.8071  2.5938  0.18
H  1.4374  0.0049  1.2627  0.22
H  0.6493  0.9324  2.4649  0.19
H  1.9452  1.5997  -1.4351  0.45
H  1.1464  0.4570  -2.0468  0.51
O  2.0671  0.6581  -1.6074  -1.05

Calculated values
LUMO level: 4.199 eV
Spin multiplicity: 1
Highest occupied orbital energy: -3.164 eV
Gap between HOMO and LUMO: 7.36 eV
Charge: -1

***

x) The following is a DFT calculation (wB97M-V/def2-TZVPD) of a 2-piece molecular cluster, C3H10NO2 overall.

Each line ends with the natural charge from an NBO analysis.
Cartesian coordinates (Å):
C  0.2229  0.7250  1.5098  -0.22
N  0.5702  1.0909  0.1598  -0.68
C  1.4787  0.1260  -0.5309  0.14
O  0.8858  -0.9834  -1.0218  -0.95
C  -1.2789  0.5314  1.7396  -0.62
H  0.5269  1.5167  2.2074  0.15
H  0.7708  -0.1507  1.8831  0.18
H  -0.2861  1.1251  -0.3829  0.35
H  1.9892  0.7457  -1.3053  0.08
H  2.2555  -0.1182  0.2359  0.08
H  -1.8300  0.4799  0.8029  0.21
H  -1.5685  -0.3846  2.2548  0.20
H  -1.7792  1.3442  2.2827  0.18
H  -2.0200  -1.3571  -1.0027  0.44
H  -0.5632  -1.1022  -1.5657  0.52
O  -1.5472  -1.2602  -1.8367  -1.04

Calculated values
LUMO level: 4.099 eV
Spin multiplicity: 1
Highest occupied orbital energy: -3.239 eV
Gap between HOMO and LUMO: 7.34 eV
Charge: -1

***

Which structure wins on stability? x) wins.

***

w) The following is a DFT calculation (wB97M-V/def2-TZVPD) of an isolated ion of composition C9H9N2O2S and charge -1.

Each line ends with the natural charge from an NBO analysis.
Cartesian coordinates (Å):
C  -0.9482  1.5744  2.5059  -0.39
C  -0.1874  0.5853  3.0917  -0.16
C  -1.2576  1.5157  1.1312  -0.11
C  0.3188  -0.4403  2.3765  -0.34
C  -0.8091  0.4635  0.3562  -0.29
C  -0.0241  -0.5681  1.0029  0.16
C  -0.9793  0.5590  -1.1025  0.70
C  1.3504  0.3638  -1.4390  -0.03
C  -0.0249  -0.5646  -3.1745  -0.43
N  0.1212  -1.6208  0.2845  -0.30
N  0.1098  0.1188  -1.8601  -0.46
O  0.8663  -2.6624  0.9045  -0.64
O  -1.8906  1.1870  -1.6538  -0.62
S  2.7348  0.0053  -2.2442  -0.23
H  -1.2690  2.4600  2.9787  0.19
H  0.1465  0.5637  4.1328  0.19
H  -1.8793  2.1463  0.6308  0.21
H  0.9175  -1.1247  2.8680  0.21
H  1.3708  0.9909  -0.3956  0.24
H  0.2605  -1.6287  -3.0583  0.21
H  -0.9979  -0.4724  -3.6300  0.22
H  0.7935  -0.2316  -3.9150  0.22
H  1.2772  -3.2201  0.2093  0.46

Calculated values
LUMO level: 3.216 eV
Spin multiplicity: 1
Structure (SMILES): CN(C=S)/C([O-])=C1/C=CC=C/C1=N\O
Highest occupied orbital energy: -2.766 eV
Gap between HOMO and LUMO: 5.98 eV
Charge: -1

***

x) The following is a DFT calculation (wB97M-V/def2-TZVPD) of C9H9N2O2S as an isolated structure.

Each line ends with the natural charge from an NBO analysis.
Cartesian coordinates (Å):
O  2.7822  -0.3410  -0.7850  -0.48
C  2.7583  0.8453  -0.5631  0.44
C  1.7266  1.6051  0.3443  -0.53
C  0.2292  1.2129  0.1230  -0.07
C  -0.7699  2.3861  0.1326  -0.20
C  -2.1951  2.2343  -0.0473  -0.25
C  -2.8096  0.8726  -0.2229  0.11
N  -4.1291  0.5541  -0.3814  -0.62
S  -4.1580  -1.1382  -0.4736  0.79
N  -2.5191  -1.4378  -0.3554  -0.52
C  -1.7885  -0.2828  -0.2095  0.11
C  -0.2829  -0.1389  -0.0515  -0.15
H  3.5950  1.4799  -1.0191  0.09
H  2.0131  1.5570  1.4399  0.25
H  1.8113  2.7029  0.0636  0.20
H  -0.3653  3.4173  0.2887  0.20
H  -2.8879  3.1217  -0.0542  0.21
H  0.4082  -1.0261  -0.0613  0.34
C  1.2882  -3.5076  0.3810  -0.19
O  0.2343  -2.8824  0.9246  -0.96
H  2.0607  -2.8683  -0.1088  0.08
H  1.9227  -4.1210  1.0662  0.07
H  1.0758  -4.2451  -0.4307  0.07

Calculated values
LUMO level: 2.235 eV
Spin multiplicity: 1
Highest occupied orbital energy: -2.231 eV
Gap between HOMO and LUMO: 4.47 eV
Charge: -1

***

Which structure wins on stability? w) wins.

***

w) The following is a DFT calculation (wB97M-V/def2-TZVPD) of a 2-piece molecular cluster, C4H8N2O overall.

Each line ends with the natural charge from an NBO analysis.
Cartesian coordinates (Å):
C  0.5526  -1.5453  -2.1330  -0.64
C  -0.0683  -0.4444  -1.3356  0.10
C  -0.5005  0.8228  -1.5922  -0.11
N  -1.2503  1.3120  -0.5585  -0.45
C  -1.2769  0.3949  0.3541  0.16
N  -0.5351  -0.7009  -0.0522  -0.53
H  0.5460  -2.4814  -1.5941  0.21
H  1.5699  -1.3303  -2.4599  0.23
H  -0.0151  -1.6518  -3.0543  0.23
H  -0.3510  1.4066  -2.4854  0.20
H  -1.8073  0.3329  1.2894  0.19
H  -0.1943  -1.4809  0.4553  0.41
H  1.2311  0.8475  4.1325  0.47
H  2.0635  -0.3861  3.9323  0.46
O  2.1198  0.5694  3.9788  -0.93

Calculated values
LUMO level: 0.494 eV
Spin multiplicity: 1
Structure (SMILES): Cc1cnc[nH]1.O
Highest occupied orbital energy: -8.583 eV
Gap between HOMO and LUMO: 9.08 eV

***

x) The following is a DFT calculation (wB97M-V/def2-TZVPD) of the molecule C4H8N2O.

Each line ends with the natural charge from an NBO analysis.
Cartesian coordinates (Å):
C  -0.3353  -1.3080  0.1048  -0.23
C  -1.4777  -0.3940  -0.0479  -0.42
C  -0.7971  1.0929  -0.1207  -0.47
C  0.7130  0.6183  -0.3187  0.45
H  2.4785  -0.2804  0.4447  0.48
H  -0.6115  -2.4030  -0.1985  0.22
H  -0.1237  -1.3295  1.2232  0.18
H  -2.3841  -0.4665  0.4791  0.24
H  -1.6121  -0.5725  -1.1421  0.20
H  -0.8162  1.6911  0.8146  0.22
H  -1.1414  1.7823  -1.0358  0.24
H  1.4537  2.1554  0.3914  0.35
N  0.8253  -0.7150  -0.5113  -0.15
N  1.7388  1.3268  0.0149  -0.75
O  2.0899  -1.1979  -0.0976  -0.57

Calculated values
LUMO level: 0.876 eV
Spin multiplicity: 1
Structure (SMILES): [H]/N=C1\CCCN1O
Highest occupied orbital energy: -9.149 eV
Gap between HOMO and LUMO: 10.03 eV

***

Which structure wins on stability? w) wins.

***

w) The following is a DFT calculation (wB97M-V/def2-TZVPD) of a 2-piece molecular cluster, C4H8N2O overall.

Each line ends with the natural charge from an NBO analysis.
Cartesian coordinates (Å):
C  0.1984  -0.8834  1.4695  -0.68
C  -0.4659  0.0703  0.5373  0.29
O  1.0997  1.6534  -0.0834  -0.90
C  -0.8792  -0.3811  -0.8385  -0.28
N  0.3142  -0.8541  -1.5216  -0.83
C  -0.8523  1.3194  0.9473  0.13
N  -0.4521  2.4493  0.8856  -0.08
H  0.7727  -0.3457  2.2265  0.25
H  0.8478  -1.5430  0.8900  0.26
H  -0.5586  -1.4997  1.9721  0.24
H  1.9624  2.0299  -0.3488  0.45
H  -1.4051  0.4460  -1.3359  0.20
H  -1.5831  -1.2198  -0.7366  0.22
H  0.9266  -0.0449  -1.6173  0.39
H  0.0744  -1.1966  -2.4463  0.36

Calculated values
LUMO level (alpha / beta): -0.946 / -0.931 eV
Spin multiplicity: 1
Highest occupied orbital energy (alpha / beta): -9.416 / -9.642 eV
Gap between HOMO and LUMO (alpha / beta): 8.47 / 8.71 eV

***

x) The following is a DFT calculation (wB97M-V/def2-TZVPD) of a 2-piece molecular cluster, C4H8N2O overall.

Each line ends with the natural charge from an NBO analysis.
Cartesian coordinates (Å):
C  1.1962  -0.3198  -0.5259  -0.29
C  0.2152  -1.0074  -1.3168  -0.48
C  -1.0832  -1.3495  -0.4009  -0.25
C  -0.9222  0.6326  0.7799  0.25
H  2.2894  1.7769  1.0207  0.45
H  2.0554  -1.1413  -0.3257  0.20
H  1.6792  0.8294  -0.7942  0.26
H  0.2129  -0.4693  -2.4598  0.23
H  0.6223  -2.0130  -1.5488  0.22
H  -1.8092  -1.5466  -1.1133  0.21
H  -0.9489  -1.9678  0.4286  0.21
H  -1.2016  1.4710  1.2341  0.17
N  0.5998  0.3790  0.8532  -0.19
N  -1.6995  -0.1643  0.3056  -0.41
O  1.0452  1.7278  0.5286  -0.59

Calculated values
LUMO level: 0.145 eV
Spin multiplicity: 1
Highest occupied orbital energy: -9.203 eV
Gap between HOMO and LUMO: 9.35 eV

***

Which structure wins on stability? w) wins.

***

w) The following is a DFT calculation (wB97M-V/def2-TZVPD) of the molecule C4H9N3.

Each line ends with the natural charge from an NBO analysis.
Cartesian coordinates (Å):
C  -1.5792  -0.4940  0.0478  0.27
C  1.1572  -1.5254  -0.1203  -0.61
C  0.7153  -0.1607  0.5121  -0.39
C  -0.5616  0.4713  -0.1115  0.13
N  -2.3817  -1.2516  0.3250  -0.29
N  -0.8750  1.6522  0.7876  -0.83
N  -0.2172  0.6452  -1.5543  -0.82
H  0.6220  -2.2985  0.4097  0.21
H  2.1361  -1.5242  -0.0759  0.20
H  0.9392  -1.5089  -1.1346  0.22
H  1.6103  0.4161  0.4941  0.21
H  0.5639  -0.2227  1.6230  0.21
H  0.0075  2.0357  1.0743  0.36
H  -1.4990  1.4558  1.5466  0.38
H  0.4536  1.3365  -1.7971  0.37
H  -1.0913  0.9733  -2.0265  0.37

Calculated values
LUMO level: 0.859 eV
Spin multiplicity: 1
Structure (SMILES): CCC(N)(N)C#N
Highest occupied orbital energy: -9.798 eV
Gap between HOMO and LUMO: 10.66 eV

***

x) The following is a DFT calculation (wB97M-V/def2-TZVPD) of the molecule C4H9N3.

Each line ends with the natural charge from an NBO analysis.
Cartesian coordinates (Å):
C  -1.3298  -1.4252  -0.1433  -0.67
C  0.8558  0.2537  0.1944  0.06
N  2.2691  0.2355  -0.0350  -0.85
N  -1.0643  1.7097  -0.4211  -0.73
C  0.2273  1.4663  -0.1620  0.24
C  0.0270  -1.0835  0.4614  -0.03
N  0.2909  -0.1736  1.4765  -0.59
H  2.7686  0.0108  0.8183  0.37
H  2.5640  -0.4043  -0.7626  0.37
H  -1.3969  2.6579  -0.4852  0.40
H  -1.7376  0.9664  -0.3206  0.41
H  0.8637  2.3462  -0.2042  0.21
H  0.7002  -1.9548  0.4315  0.17
H  -1.5415  -2.4858  0.0152  0.23
H  -1.3679  -1.2460  -1.2225  0.21
H  -2.1286  -0.8730  0.3591  0.20

Calculated values
LUMO level (alpha / beta): 0.662 / 0.661 eV
Spin multiplicity: 1
Highest occupied orbital energy (alpha / beta): -7.065 / -7.063 eV
Gap between HOMO and LUMO (alpha / beta): 7.73 / 7.72 eV

***

Which structure wins on stability? w) wins.